Computed, not measured: a structure of composition C18H59AgN17O13 at a distorted geometry, with ωB97M-V with the def2-TZVPD basis set.

Output
Highest occupied orbital energy, eV: -6.91
Electronic energy, a.u.: -2777.60589
Total charge: -1
Gap between HOMO and LUMO, eV: 8.7

Atoms and positions in Å:
C1 3.990 5.958 -25.100
O1 -0.330 7.374 -27.078
N1 -0.741 2.043 -21.352
H1 -0.448 6.396 -27.083
H2 -4.897 1.381 -29.482
H3 -0.783 2.116 -22.360
H4 -0.434 -0.359 -29.713
H5 4.958 9.035 -25.687
N2 2.356 6.684 -28.087
N3 -0.012 -0.225 -24.201
H6 1.604 3.775 -24.335
C2 -1.198 4.709 -25.486
H7 -1.718 3.778 -23.640
N4 -1.535 1.921 -27.799
N5 -2.211 0.281 -23.765
H8 -0.554 5.472 -25.006
H9 4.724 5.810 -24.295
O2 -0.753 4.510 -26.800
N6 0.741 3.749 -21.607
O3 0.603 1.577 -28.443
C3 -0.569 1.189 -28.390
O4 0.579 2.763 -19.585
N7 -1.385 9.133 -24.550
C4 2.235 6.186 -23.323
H10 -2.822 4.502 -27.530
C5 -1.260 -0.696 -23.936
H11 0.781 -0.823 -24.084
H12 -5.082 0.774 -25.669
C6 -1.244 3.472 -24.600
C7 -2.962 5.038 -29.501
N8 -2.277 6.704 -22.236
O5 0.180 10.018 -23.144
H13 -5.501 -0.676 -27.725
C8 0.218 2.810 -20.750
N9 -4.535 7.808 -27.785
O6 -1.531 -1.867 -23.696
H14 3.070 3.731 -23.718
N10 -3.504 7.824 -25.715
H15 -2.065 9.828 -24.303
H16 -2.871 7.125 -26.059
H17 -0.546 7.324 -29.113
H18 1.803 3.713 -29.089
H19 -1.228 1.368 -20.795
O7 -5.227 9.235 -26.172
H20 2.652 7.189 -23.386
N11 -3.481 4.732 -28.263
N12 1.639 4.576 -28.599
H21 3.150 7.112 -27.635
H22 0.488 8.070 -25.606
H23 -1.102 5.194 -30.351
H24 5.931 7.562 -26.020
Ag1 1.151 2.770 -26.352
C9 2.617 5.502 -24.649
H25 -4.090 6.919 -27.951
O8 -0.081 2.755 -24.292
H26 5.529 8.022 -24.368
H27 -2.230 5.105 -25.463
H28 1.437 6.829 -27.689
H29 -3.124 -0.064 -23.540
H30 -1.508 8.611 -25.404
H31 2.781 5.676 -22.526
C10 -2.585 6.421 -20.927
H32 -1.973 -0.206 -28.984
H33 -4.204 1.862 -26.696
H34 4.315 5.422 -25.998
H35 -1.563 6.170 -22.694
H36 -3.426 8.195 -24.787
C11 -0.088 9.309 -24.098
H37 -2.493 1.634 -27.701
N13 0.814 8.534 -24.765
C12 -0.894 7.939 -28.280
N14 -0.999 0.046 -28.990
O9 3.770 5.218 -29.135
H38 0.431 3.791 -22.568
O10 -3.384 7.063 -20.265
H39 -6.220 0.935 -27.845
H40 -0.511 9.971 -27.540
H41 -2.133 5.068 -19.486
H42 1.765 8.407 -24.485
C13 -0.389 9.352 -28.429
H43 -4.465 4.577 -28.165
O11 3.902 7.343 -25.437
H44 -2.038 2.797 -24.992
H45 1.917 5.794 -25.437
N15 -1.853 5.391 -20.393
H46 -2.603 7.590 -22.571
H47 -1.310 2.839 -27.404
H48 0.854 4.731 -27.974
C14 -4.485 0.808 -26.584
H49 1.308 4.464 -21.192
H50 -5.250 8.152 -28.396
H51 -1.369 4.757 -21.006
C15 -4.486 8.324 -26.519
H52 0.064 0.793 -24.163
C16 -5.276 0.389 -27.809
N16 2.574 4.041 -24.549
H53 -1.985 7.878 -28.251
O12 -4.496 0.676 -28.970
O13 -3.674 5.363 -30.440
H54 1.165 6.223 -23.142
C17 5.145 8.002 -25.399
N17 -1.612 4.908 -29.539
H55 0.652 9.370 -28.747
H56 -0.982 9.842 -29.208
C18 2.685 5.462 -28.633
H57 -2.058 1.232 -24.052
H58 -1.166 4.641 -28.669
H59 -3.563 0.255 -26.406